w:
{
  "formula": "C3H12N4",
  "method": "ωB97M-V with the def2-TZVPD basis set",
  "homo_lumo_gap_ev": 10.78,
  "total_charge": 2,
  "lumo_energy_ev": -7.133,
  "species": ["N", "N", "N", "N", "C", "C", "C", "H", "H", "H", "H", "H", "H", "H", "H", "H", "H", "H", "H"],
  "coordinates": [[-1.910, 0.686, -0.427], [-0.934, 1.140, 0.595], [2.824, -0.081, -0.016], [1.538, 0.328, -0.577], [-0.037, 0.135, 0.699], [-1.961, -0.784, -0.291], [-0.556, -1.132, 0.144], [3.584, -0.214, -0.683], [-2.149, -1.311, -1.312], [-2.725, 1.273, -0.304], [2.650, -1.016, 0.257], [-0.620, 2.064, 0.843], [3.373, 0.459, 0.780], [-1.789, 1.059, -1.405], [0.400, 0.327, 1.698], [1.743, 1.299, -0.723], [-2.770, -0.943, 0.541], [-0.685, -1.874, 0.814], [0.023, -1.416, -0.630]],
  "nbo_charge": [-0.37, -0.42, -0.56, -0.56, 0.21, -0.24, -0.49, 0.44, 0.30, 0.46, 0.43, 0.46, 0.44, 0.45, 0.26, 0.35, 0.28, 0.28, 0.27]
}


x:
{
  "formula": "C3H12N4",
  "method": "ωB97M-V with the def2-TZVPD basis set",
  "homo_lumo_gap_ev": 9.90,
  "total_charge": 2,
  "lumo_energy_ev": -7.145,
  "species": ["N", "N", "N", "N", "C", "C", "C", "H", "H", "H", "H", "H", "H", "H", "H", "H", "H", "H", "H"],
  "coordinates": [[1.869, -0.567, -0.115], [0.424, -2.461, 0.216], [-3.411, 0.519, -0.043], [2.891, 1.860, 0.057], [0.838, -1.257, -0.031], [-2.080, -0.082, 0.316], [-1.091, -0.125, -0.523], [2.245, 2.634, -0.097], [-0.535, -2.748, 0.099], [3.641, 1.908, -0.642], [-1.019, 0.214, -1.536], [1.078, -3.189, 0.494], [3.307, 1.955, 0.989], [-3.414, 0.824, -1.028], [-3.625, 1.333, 0.552], [2.750, -1.083, -0.094], [2.364, 0.890, -0.030], [-4.167, -0.168, 0.087], [-2.065, -0.455, 1.330]],
  "nbo_charge": [-0.83, -0.80, -0.69, -0.90, 0.70, -0.17, -0.23, 0.44, 0.44, 0.45, 0.22, 0.44, 0.45, 0.46, 0.46, 0.41, 0.45, 0.46, 0.25]
}


y:
{
  "formula": "C3H12N4",
  "method": "ωB97M-V with the def2-TZVPD basis set",
  "homo_lumo_gap_ev": 9.28,
  "total_charge": 2,
  "lumo_energy_ev": -7.516,
  "species": ["N", "N", "N", "N", "C", "C", "C", "H", "H", "H", "H", "H", "H", "H", "H", "H", "H", "H", "H"],
  "coordinates": [[-1.479, -0.014, 1.606], [-0.727, -0.892, 0.950], [0.215, 0.058, -1.836], [0.461, -0.400, -3.136], [-0.515, 0.869, 2.232], [0.472, -0.546, 0.728], [0.908, 0.588, 1.562], [1.098, -1.277, 0.199], [-0.788, 0.146, -1.766], [1.677, 0.303, 2.257], [-2.273, -0.443, 1.942], [-1.233, -1.796, 0.592], [1.501, -0.277, -3.276], [0.134, -1.444, -3.300], [-0.023, 0.078, -3.902], [-0.427, 0.539, 3.339], [0.568, 1.024, -1.778], [1.242, 1.589, 1.213], [-0.811, 1.898, 2.375]],
  "nbo_charge": [-0.39, -0.23, -0.62, -0.53, -0.26, 0.16, -0.50, 0.25, 0.38, 0.29, 0.42, 0.47, 0.47, 0.47, 0.44, 0.23, 0.40, 0.28, 0.26]
}


Q: What are the energies relative to the best structure? A: w 70.5; x 0.0; y 35.2, in kcal/mol.


w:
{
  "formula": "C2H4BrNO2",
  "method": "ωB97M-V with the def2-TZVPD basis set",
  "homo_lumo_gap_ev": 7.97,
  "lumo_energy_ev": 0.269,
  "species": ["Br", "O", "O", "N", "C", "C", "H", "H", "H", "H"],
  "coordinates": [[0.985, 1.594, 0.242], [1.160, -1.586, -0.866], [3.058, -1.042, 0.273], [-1.390, 0.154, -0.255], [-0.506, 0.523, 1.078], [2.069, -1.268, -0.228], [-1.721, 0.996, -0.823], [-0.997, 1.391, 1.704], [-1.915, -0.690, -0.129], [-0.745, -0.072, -0.995]],
  "nbo_charge": [-0.16, -0.57, -0.49, -0.78, -0.48, 1.05, 0.41, 0.17, 0.43, 0.43]
}


x:
{
  "formula": "C2H4BrNO2",
  "method": "ωB97M-V with the def2-TZVPD basis set",
  "homo_lumo_gap_ev": 9.78,
  "lumo_energy_ev": 0.352,
  "species": ["Br", "O", "O", "N", "C", "C", "H", "H", "H", "H"],
  "coordinates": [[3.138, 0.709, -0.080], [0.608, 0.125, 0.923], [2.931, -2.222, -0.337], [1.764, -0.379, 0.334], [1.874, -1.766, 0.037], [-0.446, 0.312, -0.015], [0.934, -2.378, 0.333], [-0.623, -0.732, -0.548], [0.001, 1.128, -0.820], [-1.336, 0.730, 0.452]],
  "nbo_charge": [0.27, -0.36, -0.56, -0.30, 0.49, -0.27, 0.15, 0.18, 0.19, 0.21]
}


Q: What are the energies relative to the best structure? A: w 0.0; x 28.7, in kcal/mol.


w:
{
  "formula": "C8H7N3",
  "method": "ωB97M-V with the def2-TZVPD basis set",
  "homo_lumo_gap_ev": 7.87,
  "lumo_energy_ev": -0.282,
  "species": ["N", "N", "N", "C", "C", "C", "C", "C", "C", "C", "C", "H", "H", "H", "H", "H", "H", "H"],
  "coordinates": [[-1.413, 2.241, -1.657], [1.045, -2.266, 0.740], [1.912, -0.786, 2.345], [-0.066, 1.137, 0.029], [0.403, -1.279, 0.099], [1.562, -1.980, 1.940], [1.391, 0.237, 1.673], [-1.292, -0.187, -1.442], [-1.009, 1.115, -0.966], [0.638, 0.118, 0.503], [-0.446, -1.324, -1.081], [-2.139, 1.973, -2.344], [-1.547, 2.996, -0.864], [0.120, 2.079, 0.313], [-0.628, -2.423, -1.450], [1.824, -2.799, 2.608], [1.600, 1.309, 1.880], [-1.957, -0.162, -2.327]],
  "nbo_charge": [-0.80, -0.45, -0.46, -0.23, 0.16, 0.25, 0.13, -0.22, 0.16, -0.13, -0.19, 0.39, 0.39, 0.19, 0.23, 0.18, 0.18, 0.20]
}


x:
{
  "formula": "C8H7N3",
  "method": "ωB97M-V with the def2-TZVPD basis set",
  "homo_lumo_gap_ev": 8.97,
  "lumo_energy_ev": 0.363,
  "species": ["N", "N", "N", "C", "C", "C", "C", "C", "C", "C", "C", "H", "H", "H", "H", "H", "H", "H"],
  "coordinates": [[-0.839, -0.483, 0.821], [2.479, 0.596, -3.188], [3.411, 1.478, 0.712], [0.456, 0.035, 1.050], [-1.861, -0.788, 1.919], [-1.123, -0.836, -0.498], [1.148, 0.521, 0.009], [-0.430, -0.224, -1.552], [0.659, 0.778, -1.374], [2.408, 1.031, 0.463], [1.688, 0.568, -2.322], [-2.197, -1.884, 1.990], [0.278, 1.752, -1.411], [-2.803, -0.350, 1.544], [-1.888, -1.508, -0.687], [-1.654, -0.337, 3.018], [0.887, 0.064, 2.102], [-0.618, -0.411, -2.597]],
  "nbo_charge": [-0.43, -0.28, -0.31, 0.10, -0.42, 0.01, -0.20, -0.23, -0.39, 0.26, 0.29, 0.21, 0.25, 0.21, 0.21, 0.24, 0.24, 0.23]
}


Q: What are the energies relative to the best structure? A: w 0.0; x 25.8, in kcal/mol.


w:
{
  "formula": "C6H10N2",
  "method": "ωB97M-V with the def2-TZVPD basis set",
  "homo_lumo_gap_ev": [7.09, 7.09],
  "lumo_energy_ev": [0.087, 0.089],
  "species": ["N", "N", "C", "C", "C", "C", "C", "C", "H", "H", "H", "H", "H", "H", "H", "H", "H", "H"],
  "coordinates": [[1.726, 0.547, -0.628], [-1.435, -2.491, -0.743], [1.164, -1.221, 0.940], [-1.499, 0.510, 1.033], [1.342, 1.815, -1.178], [-0.928, -1.464, -0.376], [-0.740, -0.094, -0.152], [0.937, -0.138, 0.107], [-0.984, -3.401, -0.693], [-1.108, 1.509, 1.225], [-2.568, 0.578, 0.824], [2.183, -1.485, 1.194], [0.426, -1.599, 1.631], [0.499, 1.737, -1.890], [1.047, 2.560, -0.425], [-1.349, -0.080, 1.935], [2.179, 2.243, -1.731], [-0.891, 0.473, -1.074]],
  "nbo_charge": [-0.54, -0.59, -0.59, -0.58, -0.42, 0.60, -0.47, 0.29, 0.42, 0.23, 0.21, 0.21, 0.19, 0.16, 0.17, 0.22, 0.20, 0.27]
}


x:
{
  "formula": "C6H10N2",
  "method": "ωB97M-V with the def2-TZVPD basis set",
  "homo_lumo_gap_ev": [7.17, 7.16],
  "lumo_energy_ev": [0.342, 0.331],
  "species": ["N", "N", "C", "C", "C", "C", "C", "C", "H", "H", "H", "H", "H", "H", "H", "H", "H", "H"],
  "coordinates": [[1.465, 1.056, -1.928], [0.788, 0.360, -1.194], [-0.544, 1.129, 0.472], [0.544, -0.911, -0.718], [0.517, 0.649, 1.420], [0.913, -0.764, 0.817], [-0.891, -1.086, -0.752], [-1.498, 0.113, 0.067], [-2.003, -0.334, 0.928], [1.330, 1.334, 1.526], [0.447, -1.508, 1.412], [-1.121, -2.066, -0.341], [2.026, -0.769, 0.752], [-1.429, -0.835, -1.703], [0.083, 0.313, 2.444], [-2.149, 0.625, -0.606], [-0.609, 2.127, 0.127], [2.132, 0.568, -2.723]],
  "nbo_charge": [-0.25, 0.00, -0.08, -0.12, -0.47, -0.42, -0.42, -0.51, 0.23, 0.22, 0.21, 0.23, 0.23, 0.22, 0.22, 0.22, 0.21, 0.30]
}


y:
{
  "formula": "C6H10N2",
  "method": "ωB97M-V with the def2-TZVPD basis set",
  "homo_lumo_gap_ev": 10.27,
  "lumo_energy_ev": 1.059,
  "species": ["N", "N", "C", "C", "C", "C", "C", "C", "H", "H", "H", "H", "H", "H", "H", "H", "H", "H"],
  "coordinates": [[0.183, -0.116, 1.934], [-0.853, 0.144, 1.007], [0.796, -0.892, -1.545], [-1.041, 1.771, 1.143], [-0.164, 0.004, -0.067], [-0.632, -0.313, -1.426], [1.279, -0.575, 1.355], [0.796, -1.132, 0.008], [-1.932, 2.340, 0.527], [-0.820, 0.179, -2.373], [1.516, -0.338, -1.986], [-1.277, 1.602, 2.168], [-1.437, -1.075, -1.277], [0.800, -1.725, -2.239], [0.427, -2.146, 0.159], [2.118, -0.832, 1.751], [-0.150, 2.341, 1.106], [0.391, 0.763, -0.243]],
  "nbo_charge": [-0.24, -0.22, -0.38, -0.45, -0.07, -0.41, 0.06, -0.31, 0.22, 0.22, 0.21, 0.23, 0.20, 0.21, 0.21, 0.18, 0.19, 0.16]
}


Q: What are the energies relative to the best structure? A: w 0.0; x 44.2; y 70.8, in kcal/mol.